Entry 1:
Density functional theory data (ωB97M-V/def2-TZVPD) for 2 unconnected molecules or ions with the total composition C13H25BBr2FN4O4S.

Geometry (Å):
C: 2.816 0.291 1.380
C: 3.592 -0.173 0.078
B: 2.636 -0.951 -0.961
O: 3.289 -1.717 -1.939
N: 1.124 -0.931 -0.918
N: 0.512 -2.151 -0.762
C: -0.777 -1.874 -0.752
C: -2.002 -2.805 -0.637
S: -2.538 -3.147 -2.386
O: -1.487 -2.590 -3.250
O: -2.696 -4.568 -2.630
N: -1.024 -0.485 -0.875
N: -2.286 0.087 -0.861
C: -2.529 0.971 -2.032
C: -2.622 0.714 0.413
C: -1.622 0.802 1.615
O: -3.727 1.150 0.573
C: 0.233 0.069 -1.004
C: 0.585 1.558 -1.218
C: 0.795 1.786 -2.784
C: 0.004 3.038 -3.317
F: -0.168 4.038 -2.343
H: 1.922 -0.345 1.567
H: 2.478 1.347 1.202
H: 3.445 0.288 2.303
H: 4.059 0.681 -0.482
H: 4.433 -0.835 0.414
H: 3.649 -2.521 -1.516
H: -1.663 -3.775 -0.189
H: -2.843 -2.375 -0.044
H: -3.704 -2.470 -2.683
H: -2.059 1.978 -1.959
H: -3.640 1.116 -2.093
H: -2.245 0.395 -2.945
H: -0.853 1.567 1.357
H: -2.174 1.004 2.556
H: -1.139 -0.218 1.733
H: 1.558 1.730 -0.688
H: -0.214 2.195 -0.779
H: 1.875 1.843 -3.069
H: 0.364 0.896 -3.321
H: 0.524 3.529 -4.181
H: -0.970 2.660 -3.723
Br: 0.758 1.993 4.910
C: 0.354 0.250 5.680
C: 0.985 -0.858 4.880
Br: -0.015 -1.194 3.238
H: -0.729 0.173 5.741
H: 0.770 0.279 6.686
H: 0.954 -1.797 5.431
H: 2.011 -0.647 4.589

Energy relative to the best compared isomer or geometry (same formula, charge and spin) = 49.36 kcal/mol
Molecular weight = 523.1 g/mol
Charge = +1
E_tot = -6700.97823 a.u.
HOMO energy = -0.46875 hartree
LUMO level = -3.444 eV

=====

Entry 2:
Density functional theory data (ωB97M-V/def2-TZVPD) for a molecular structure, C19H26Cl4N4O2S3Ti.

Geometry (Å):
Ti: -0.437 0.978 -0.826
C: 3.395 -1.679 -2.299
C: 2.545 -0.413 -2.394
S: 0.739 -0.696 -2.454
C: 0.555 -2.042 -1.239
C: -0.906 -2.443 -1.091
S: -2.058 -1.045 -0.960
C: 2.966 -4.628 0.298
C: 3.507 -5.024 -0.840
S: 3.130 -2.918 -3.595
H: 3.255 -2.111 -1.301
H: 4.433 -1.330 -2.314
H: 2.752 0.105 -3.332
H: 2.737 0.258 -1.556
H: 0.975 -1.709 -0.289
H: 1.143 -2.879 -1.624
H: -1.032 -3.096 -0.226
H: -1.225 -2.989 -1.981
H: 1.942 -4.875 0.552
H: 3.480 -3.950 0.971
H: 2.930 -5.557 -1.583
H: 4.504 -4.735 -1.144
Cl: -3.728 6.355 -3.612
C: -2.559 5.343 -2.821
C: -1.371 5.882 -2.359
Cl: -1.035 7.573 -2.563
C: -0.434 5.056 -1.716
Cl: 1.058 5.697 -1.112
C: -0.687 3.707 -1.543
O: 0.109 2.852 -0.939
C: -1.905 3.143 -2.023
O: -2.051 1.872 -1.806
C: -2.825 3.976 -2.652
Cl: -4.309 3.274 -3.213
N: 3.758 -0.605 4.160
C: 2.635 -0.194 3.406
N: 1.466 -0.989 3.634
N: 2.970 0.282 2.150
C: 2.045 0.485 1.301
N: 1.224 0.675 0.478
H: 3.541 -1.406 4.735
H: 4.560 -0.777 3.562
H: 1.494 -1.831 3.044
H: 0.639 -0.477 3.352
C: -3.384 -1.112 2.087
C: -2.770 0.157 1.487
C: -2.211 1.025 2.619
C: -3.859 0.945 0.756
C: -1.590 -0.172 0.569
H: -4.218 -0.870 2.754
H: -2.636 -1.666 2.662
H: -3.758 -1.765 1.295
H: -3.003 1.297 3.324
H: -1.768 1.939 2.219
H: -1.434 0.494 3.175
H: -4.661 1.211 1.452
H: -4.296 0.358 -0.056
H: -3.455 1.855 0.313
H: -0.880 -0.813 1.107

Expectation value of S² = 2.01
Energy relative to the best compared isomer or geometry (same formula, charge and spin) = 0.00 kcal/mol
Molecular weight = 628.3 g/mol
Spin multiplicity = 3
Charge = -2
E_tot = -4993.99935 a.u.
HOMO energy (spin up / spin down) = -0.03202 / -0.05556 hartree
LUMO level (spin up / spin down) = 4.042 / 4.041 eV

=====

Entry 3:
Density functional theory data (ωB97M-V/def2-TZVPD) for a molecular structure, C2H8N2O3.

Geometry (Å):
C: -0.979 -0.255 1.208
C: -0.065 -1.372 0.731
N: 1.696 -0.663 0.852
N: -0.156 2.316 -2.538
O: 2.653 -1.633 0.493
O: -2.260 -0.154 0.541
O: -0.161 -2.475 0.265
H: -0.587 0.658 1.095
H: -1.293 -0.433 2.312
H: 1.731 -0.553 1.826
H: 0.406 1.928 -1.811
H: -1.023 1.754 -2.540
H: -0.191 3.248 -2.118
H: -2.573 -0.895 0.099
H: 2.801 -1.470 -0.414

Energy relative to the best compared isomer or geometry (same formula, charge and spin) = 108.20 kcal/mol
Molecular weight = 108.1 g/mol
E_tot = -416.08605 a.u.
HOMO energy = -0.33209 hartree
LUMO level = 0.375 eV

=====

Entry 4:
Density functional theory data (ωB97M-V/def2-TZVPD) for a molecular structure, H41O21.

Geometry (Å):
O: -4.384 -1.914 -2.650
H: -3.827 -1.391 -2.156
H: -4.260 -2.741 -2.121
O: 1.716 -3.992 -0.383
H: -1.897 -1.093 -3.445
H: 1.776 -3.190 -0.887
O: -1.693 1.222 2.588
H: 1.542 2.004 3.847
H: -0.665 0.631 2.499
O: 2.029 1.176 4.155
H: -1.820 -0.873 -0.817
H: -0.078 -1.327 -1.785
O: 3.835 -1.980 2.164
H: 3.167 -1.180 2.418
H: 3.426 -2.742 2.638
O: 3.669 0.731 -2.994
H: 3.922 2.236 1.412
H: 3.103 1.050 -2.333
O: 3.059 2.382 1.786
H: -2.256 1.085 3.389
H: 2.324 -3.912 0.396
O: 1.285 -3.213 2.073
H: 1.466 0.553 3.744
H: 3.198 -0.003 -3.451
O: -1.440 -5.171 0.206
H: 0.867 -2.467 2.043
H: -0.848 -4.496 -0.031
O: 0.395 0.276 -4.134
H: 3.011 1.377 1.929
H: -0.564 0.579 -3.989
O: 1.396 4.699 1.925
H: -3.624 0.835 0.359
H: 0.640 4.582 2.575
O: 2.529 2.597 -0.544
H: 1.637 2.322 -0.712
H: 2.345 3.359 0.126
O: -2.242 -1.702 -0.759
H: -1.986 -1.921 0.083
H: -1.719 -5.027 1.169
O: -2.331 3.190 0.808
H: -1.985 2.504 1.458
H: -2.904 3.716 1.402
O: -2.128 0.874 -1.755
H: -2.017 1.286 -0.993
H: -3.076 0.694 -1.830
O: -3.882 1.541 -0.193
H: -3.521 2.410 -0.074
O: -0.344 -1.922 -2.329
H: 0.877 0.771 -3.545
H: -0.198 -1.674 -3.322
O: 0.430 0.296 2.074
H: 1.168 -0.853 0.608
H: 0.567 1.053 1.588
O: 1.622 -0.957 -0.231
H: -0.420 3.061 0.331
H: 2.281 -0.148 -0.300
O: 0.024 2.387 0.020
H: 1.072 -3.921 1.385
H: -0.212 1.448 0.286
O: -2.500 -1.316 -4.117
H: -3.214 -1.530 -3.591
H: 1.653 3.729 1.990

Energy relative to the best compared isomer or geometry (same formula, charge and spin) = 168.76 kcal/mol
Molecular weight = 377.3 g/mol
Charge = -1
E_tot = -1604.51420 a.u.
HOMO energy = -0.28448 hartree
LUMO level = 2.092 eV

=====

Among the records above, which one has the highest molecular weight?
C19H26Cl4N4O2S3Ti

=====

Repeat the second record exactly.
Density functional theory data (ωB97M-V/def2-TZVPD) for a molecular structure, C19H26Cl4N4O2S3Ti.

Geometry (Å):
Ti: -0.437 0.978 -0.826
C: 3.395 -1.679 -2.299
C: 2.545 -0.413 -2.394
S: 0.739 -0.696 -2.454
C: 0.555 -2.042 -1.239
C: -0.906 -2.443 -1.091
S: -2.058 -1.045 -0.960
C: 2.966 -4.628 0.298
C: 3.507 -5.024 -0.840
S: 3.130 -2.918 -3.595
H: 3.255 -2.111 -1.301
H: 4.433 -1.330 -2.314
H: 2.752 0.105 -3.332
H: 2.737 0.258 -1.556
H: 0.975 -1.709 -0.289
H: 1.143 -2.879 -1.624
H: -1.032 -3.096 -0.226
H: -1.225 -2.989 -1.981
H: 1.942 -4.875 0.552
H: 3.480 -3.950 0.971
H: 2.930 -5.557 -1.583
H: 4.504 -4.735 -1.144
Cl: -3.728 6.355 -3.612
C: -2.559 5.343 -2.821
C: -1.371 5.882 -2.359
Cl: -1.035 7.573 -2.563
C: -0.434 5.056 -1.716
Cl: 1.058 5.697 -1.112
C: -0.687 3.707 -1.543
O: 0.109 2.852 -0.939
C: -1.905 3.143 -2.023
O: -2.051 1.872 -1.806
C: -2.825 3.976 -2.652
Cl: -4.309 3.274 -3.213
N: 3.758 -0.605 4.160
C: 2.635 -0.194 3.406
N: 1.466 -0.989 3.634
N: 2.970 0.282 2.150
C: 2.045 0.485 1.301
N: 1.224 0.675 0.478
H: 3.541 -1.406 4.735
H: 4.560 -0.777 3.562
H: 1.494 -1.831 3.044
H: 0.639 -0.477 3.352
C: -3.384 -1.112 2.087
C: -2.770 0.157 1.487
C: -2.211 1.025 2.619
C: -3.859 0.945 0.756
C: -1.590 -0.172 0.569
H: -4.218 -0.870 2.754
H: -2.636 -1.666 2.662
H: -3.758 -1.765 1.295
H: -3.003 1.297 3.324
H: -1.768 1.939 2.219
H: -1.434 0.494 3.175
H: -4.661 1.211 1.452
H: -4.296 0.358 -0.056
H: -3.455 1.855 0.313
H: -0.880 -0.813 1.107

Expectation value of S² = 2.01
Energy relative to the best compared isomer or geometry (same formula, charge and spin) = 0.00 kcal/mol
Molecular weight = 628.3 g/mol
Spin multiplicity = 3
Charge = -2
E_tot = -4993.99935 a.u.
HOMO energy (spin up / spin down) = -0.03202 / -0.05556 hartree
LUMO level (spin up / spin down) = 4.042 / 4.041 eV